1.
C33H45Cl2MoN2OP3S as an isolated structure. Source: OMol25; level of theory: ωB97M-V/def2-TZVPD.

## Properties
HOMO level (alpha / beta), hartree: -0.4869 / -0.5025
Total charge: +2
Expectation value of S²: 2.040
Kohn-Sham gap (alpha / beta), eV: 6.85 / 7.18
Multiplicity: 3

The geometry in XYZ format:
```
88
Properties=species:S:1:pos:R:3:forces:R:3:lowdin_charge:R:1
P 0.9577 1.4365 -4.4284 1.42 0.65 -1.65 1.0952
C 2.7053 1.7270 -4.8257 -0.14 -0.15 0.05 -0.2980
C 3.2631 1.1867 -5.9841 -0.08 -0.08 0.08 -0.0756
H 2.6837 0.5280 -6.6150 -0.02 -0.02 -0.06 0.1065
C 4.5736 1.4802 -6.3264 0.06 0.03 -0.01 -0.0501
H 5.0008 1.0513 -7.2221 0.00 0.00 -0.02 0.1173
C 5.3337 2.3169 -5.5224 -0.07 -0.03 -0.04 -0.0442
H 6.3566 2.5430 -5.7902 0.01 0.00 0.00 0.1189
C 4.7777 2.8669 -4.3762 -0.04 0.02 0.07 -0.0493
H 5.3645 3.5210 -3.7469 0.01 0.02 0.01 0.1175
C 3.4678 2.5804 -4.0277 0.00 -0.06 0.03 -0.0671
H 3.0548 3.0255 -3.1343 -0.07 0.06 0.10 0.1117
C 0.4195 0.0546 -5.4729 0.01 -0.02 0.28 -0.3253
C 0.9649 -1.2044 -5.2175 -0.05 -0.05 -0.08 -0.0923
H 1.7221 -1.3205 -4.4555 0.09 0.01 0.05 0.0986
C 0.5437 -2.3038 -5.9468 0.11 -0.01 0.07 -0.0518
H 0.9734 -3.2758 -5.7478 0.02 -0.03 -0.01 0.1166
C -0.4166 -2.1538 -6.9393 -0.03 0.11 -0.01 -0.0482
H -0.7367 -3.0113 -7.5156 -0.01 0.00 -0.01 0.1185
C -0.9534 -0.9008 -7.2003 -0.02 -0.05 -0.10 -0.0456
H -1.6912 -0.7791 -7.9817 -0.01 0.01 0.00 0.1192
C -0.5408 0.2037 -6.4695 0.07 -0.01 0.12 -0.0542
H -0.9765 1.1716 -6.6597 -0.06 0.16 -0.08 0.1167
C 0.1126 2.9473 -4.9739 -0.03 -0.17 0.56 -0.3008
C 0.5405 3.6290 -6.1115 0.05 -0.07 -0.23 -0.0612
H 1.3471 3.2377 -6.7163 0.07 -0.01 -0.03 0.1151
C -0.0681 4.8211 -6.4689 0.03 -0.09 -0.02 -0.0446
H 0.2614 5.3466 -7.3543 0.02 -0.01 -0.01 0.1188
C -1.0890 5.3467 -5.6870 -0.01 -0.09 0.10 -0.0408
H -1.5549 6.2818 -5.9655 0.00 0.02 0.00 0.1191
C -1.4978 4.6805 -4.5406 -0.06 0.04 -0.04 -0.0425
H -2.2785 5.0972 -3.9191 0.00 0.00 0.01 0.1169
C -0.8976 3.4827 -4.1835 -0.02 0.18 0.14 -0.0715
H -1.1918 2.9682 -3.2810 -0.11 0.13 0.11 0.0995
Mo 0.0000 0.0000 0.0000 2.46 2.37 4.29 0.8327
C -1.7384 -0.8340 -0.4931 -2.10 -1.01 -1.98 -0.3157
C -2.1619 -0.8302 -1.7866 0.47 0.44 0.70 -0.3866
H -2.3377 -1.3115 0.2784 -0.05 -0.04 -0.03 0.0435
C -1.2184 -0.2107 -2.7675 0.21 0.48 -0.95 -0.3968
O -1.8561 0.7194 -3.6668 -0.47 -0.33 0.92 -0.0433
H -1.1566 1.0945 -4.2174 -0.89 -0.18 -0.10 -0.0056
C -0.0536 0.4017 -1.9987 -0.09 0.02 -2.31 -0.3530
H -0.8150 -0.9698 -3.4436 0.22 -0.49 0.26 0.1235
C 0.8723 1.1131 -2.7026 -0.57 -0.61 0.91 -0.2327
Cl -0.3694 -0.7683 2.3030 -0.01 -0.03 -0.80 0.0758
Cl 2.1754 1.1439 0.2346 -0.45 -0.50 -0.25 0.0247
P 1.2332 -2.0055 -0.2945 1.19 -1.98 -0.32 0.6740
C 2.0976 -2.5535 1.2125 -0.13 0.10 -0.15 -0.2784
H 1.3676 -2.9573 1.9064 -0.04 -0.03 0.09 0.0214
H 2.5685 -1.6927 1.6765 0.12 0.08 0.06 0.0309
H 2.8463 -3.3073 0.9778 0.01 -0.04 -0.08 0.0580
C 0.2206 -3.4530 -0.7674 0.14 0.23 0.07 -0.2321
H -0.2489 -3.2645 -1.7301 -0.04 0.01 -0.12 0.0276
H -0.5578 -3.5787 -0.0197 -0.10 -0.08 0.10 0.0441
H 0.8151 -4.3621 -0.8275 0.08 -0.03 0.02 0.0615
C 2.5529 -1.9642 -1.5563 -0.19 0.18 0.08 -0.2343
H 3.0419 -0.9947 -1.5134 0.12 0.06 0.02 0.0197
H 2.1145 -2.0847 -2.5426 -0.07 -0.04 -0.09 0.0170
H 3.2867 -2.7501 -1.3905 -0.04 -0.07 0.04 0.0597
P -3.6311 -1.5777 -2.3656 -1.55 -0.55 -0.51 0.9036
C -4.3412 -2.6614 -1.1048 0.32 0.22 -0.14 -0.1586
C -3.3090 -2.5665 -3.8517 0.20 0.23 0.38 -0.1461
H -4.6069 -2.0855 -0.2232 -0.04 0.10 0.09 0.0675
H -3.6226 -3.4246 -0.8220 0.08 -0.12 0.02 0.0647
H -5.2377 -3.1366 -1.4947 -0.05 0.00 -0.10 0.0722
H -2.9744 -1.9124 -4.6523 0.05 0.13 -0.09 0.0546
H -4.2098 -3.0855 -4.1692 -0.12 0.01 0.06 0.0733
H -2.5285 -3.2928 -3.6438 0.08 -0.14 0.02 0.0624
C -4.9332 -0.4003 -2.8339 0.48 -0.07 0.19 -0.1475
H -5.1097 0.2861 -2.0102 -0.02 0.08 0.08 0.0697
H -5.8588 -0.9198 -3.0726 0.02 -0.16 0.00 0.0705
H -4.5978 0.1632 -3.6990 0.06 0.11 -0.08 0.0582
H 1.7506 1.4513 -2.1740 0.10 0.29 -0.02 -0.0091
S -1.2648 2.1005 0.4048 -0.97 0.30 -2.46 0.6711
C -0.9074 2.2179 1.9955 0.96 0.58 5.38 -0.8274
N -1.8875 1.8867 2.9789 2.55 1.26 -2.29 -0.0070
C -1.6407 2.0720 4.4029 0.00 -0.03 1.05 -0.1887
C -0.3905 2.9344 4.6819 -0.33 0.31 0.13 -0.1585
C 0.7586 2.4623 3.8052 0.51 -0.24 0.75 -0.2029
N 0.3776 2.6483 2.4219 -3.06 -0.79 -0.91 -0.0190
H -2.7701 1.4428 2.6848 1.07 0.49 -0.08 0.1410
H -1.5278 1.0659 4.8621 -0.03 0.59 -0.13 0.1230
H -2.5084 2.5765 4.8793 0.36 -0.43 -0.41 0.1322
H -0.1299 2.8750 5.7607 -0.24 -0.01 -0.72 0.1327
H -0.5977 3.9967 4.4270 0.04 -0.60 0.28 0.1299
H 0.9341 1.3826 4.0055 0.10 0.54 -0.22 0.1120
H 1.6992 3.0143 4.0170 -0.66 -0.33 -0.25 0.1405
H 1.0200 3.1138 1.7662 -0.85 -0.76 0.25 0.1067
```
Positions in Å, forces in eV/Å.

2.
A 3-piece molecular cluster, C33H45F6N4O11P overall. Source: OMol25; level of theory: ωB97M-V/def2-TZVPD.

## Properties
HOMO level, hartree: -0.3234
Structure (SMILES): CCCCNc1cc(C[C@@H](O)CN)c(C[C@@H](O)CN)c2c1C(=O)c1c(cc(CN)c(O)c1P(O)O)C2=O.CCOC(=O)C(F)(F)F.CCOC(=O)C(F)(F)F
Kohn-Sham gap, eV: 8.05
Multiplicity: 1

The geometry in XYZ format:
```
100
Properties=species:S:1:pos:R:3:forces:R:3:lowdin_charge:R:1
C -0.8953 -2.3705 -3.6955 -0.19 0.31 0.15 -0.0933
C -1.6389 -1.3565 -2.8002 -0.10 -0.34 -0.12 -0.2635
C -1.3788 0.0902 -3.1961 -0.03 0.29 0.04 -0.2069
C -1.8434 1.1189 -2.1494 0.40 -0.25 -0.12 -0.1832
N -0.7358 2.0053 -1.7087 -0.17 0.32 0.17 0.0082
C -0.7683 2.3609 -0.3340 0.01 -0.14 -0.02 -0.1994
C -1.4684 3.4769 0.1018 0.14 0.10 -0.03 0.0366
C -1.4634 3.9138 1.4202 0.12 0.08 0.07 -0.1518
C -2.2605 5.1585 1.7316 -0.26 -0.19 -0.24 -0.0760
C -1.8297 6.4211 0.9496 0.08 -0.13 0.33 -0.3686
O -2.3784 7.5468 1.6293 -0.02 -0.13 0.13 -0.0238
C -0.3308 6.5928 0.7499 0.16 0.39 -0.52 -0.2193
N -0.0858 7.6322 -0.2797 0.25 -0.17 0.28 0.0137
C -0.7449 3.1970 2.3915 -0.09 -0.13 -0.07 -0.0626
C -0.7257 3.6326 3.8429 0.37 -0.14 0.13 -0.0580
C -0.3029 5.0870 4.1053 -0.11 -0.07 0.01 -0.3581
O -1.3615 5.7024 4.8476 0.01 0.05 -0.03 -0.0362
C 1.0337 5.2049 4.8472 0.17 0.47 -0.27 -0.2020
N 1.8623 6.2782 4.2488 -0.27 0.02 0.08 -0.0025
C -0.0594 2.0459 1.9664 -0.02 0.10 -0.06 -0.0107
C -0.0534 1.6357 0.6232 -0.13 -0.07 0.04 -0.0108
C 0.7163 0.4193 0.2331 -0.16 -0.06 -0.04 -0.2737
O 0.3361 -0.3592 -0.6116 0.10 0.09 0.11 0.0983
C 1.9803 0.1773 0.9940 0.07 0.10 -0.14 -0.0881
C 1.9404 0.5313 2.3345 0.08 0.04 0.04 -0.0779
C 3.0178 0.2478 3.1628 0.01 -0.19 -0.03 0.0619
C 4.1394 -0.3814 2.6563 0.01 0.22 -0.05 -0.1424
C 5.3020 -0.7171 3.5518 0.01 -0.18 0.00 -0.2185
N 5.2381 -2.1179 4.0003 -0.04 0.03 0.03 0.0182
C 4.1721 -0.7189 1.2948 -0.23 0.07 -0.09 -0.2462
O 5.3486 -1.2928 0.8767 -0.08 -0.21 0.26 0.0233
C 3.1025 -0.4425 0.4189 0.28 -0.07 0.25 -0.1677
P 3.0941 -0.9513 -1.3833 -0.18 -0.15 -0.13 0.8806
O 4.7057 -0.8903 -1.7103 -0.06 -0.03 0.20 -0.2978
O 2.5633 0.4224 -2.0764 0.02 0.10 0.01 -0.2744
C 0.7130 1.1662 2.9000 -0.06 -0.09 0.13 -0.2660
O 0.3842 0.9403 4.0456 0.10 0.11 -0.08 0.1204
H -1.5900 -2.9799 -4.2729 0.06 -0.06 -0.04 0.0654
H -0.2448 -1.8455 -4.3962 0.05 -0.08 -0.05 0.0698
H -0.2768 -3.0309 -3.0930 0.03 0.00 -0.07 0.0467
H -2.7147 -1.5514 -2.8527 -0.01 0.04 0.05 0.1014
H -1.3497 -1.5157 -1.7627 0.03 0.13 -0.02 0.0811
H -1.8794 0.2934 -4.1480 0.07 -0.04 -0.05 0.1086
H -0.3122 0.2573 -3.3579 0.03 -0.11 0.07 0.1007
H -2.6550 1.7256 -2.5585 -0.13 0.00 0.18 0.1119
H -2.2060 0.5979 -1.2635 -0.10 0.01 -0.02 0.1183
H -0.7702 2.8720 -2.2307 -0.04 -0.08 -0.16 0.1146
H -2.0280 4.0490 -0.6328 -0.04 -0.05 -0.01 0.1322
H -3.2872 4.9436 1.4200 -0.05 0.09 0.12 0.1348
H -2.3140 5.3718 2.7941 0.10 0.05 -0.01 0.0999
H -2.2845 6.3767 -0.0448 0.06 0.05 -0.09 0.1362
H -1.6908 8.2133 1.7114 -0.07 0.14 -0.25 0.0805
H 0.1367 5.6505 0.4646 -0.03 -0.11 0.15 0.1143
H 0.1462 6.9297 1.6730 -0.08 -0.10 0.09 0.1021
H 0.7449 8.1596 -0.0401 -0.04 0.05 0.02 0.0636
H 0.1445 7.1847 -1.1587 -0.21 0.05 -0.08 0.0665
H -0.0276 2.9911 4.3677 -0.15 -0.05 0.09 0.0881
H -1.6911 3.4406 4.3145 -0.08 0.16 -0.10 0.1448
H -0.1812 5.6078 3.1530 0.01 -0.08 0.00 0.1041
H -1.3234 6.6576 4.7410 0.02 0.03 0.00 0.0949
H 0.8146 5.4267 5.8937 -0.05 -0.33 0.10 0.1183
H 1.5905 4.2726 4.7660 0.04 -0.02 0.12 0.1073
H 1.2590 7.0506 3.9839 0.02 0.03 0.01 0.0492
H 2.4858 6.6646 4.9479 0.12 -0.08 -0.05 0.0619
H 2.9737 0.4941 4.2157 -0.07 0.03 0.01 0.1344
H 5.2631 -0.0669 4.4278 0.01 0.05 -0.02 0.1074
H 6.2373 -0.5205 3.0248 -0.03 0.07 -0.01 0.1118
H 4.6167 -2.6618 3.4178 0.00 0.01 -0.04 0.0640
H 6.1476 -2.5561 3.9639 0.02 0.00 0.01 0.0631
H 5.1648 -2.0517 0.3138 0.07 0.16 -0.32 0.1045
H 5.1577 -0.1774 -1.2422 0.21 -0.02 -0.05 0.0561
H 2.8768 1.2407 -1.6726 -0.02 0.05 -0.01 0.0709
C 4.3704 -6.6668 -3.2205 -0.15 -0.03 -0.10 -0.0576
C 3.7458 -5.9864 -2.0234 0.31 -0.01 0.08 -0.1923
O 2.3579 -5.6713 -2.2612 -0.04 0.02 0.00 0.0320
C 1.4973 -6.6633 -2.1158 0.03 0.06 0.01 -0.4047
O 1.7269 -7.7921 -1.7998 0.01 -0.07 0.02 0.1725
C 0.0729 -6.1352 -2.3828 -0.05 0.07 0.00 -0.5497
F 0.0341 -5.3929 -3.4898 -0.02 -0.10 -0.07 0.1642
F -0.3257 -5.3731 -1.3539 -0.01 0.03 0.03 0.1626
F -0.7903 -7.1358 -2.5145 0.00 -0.09 -0.01 0.1701
H 4.2497 -6.0516 -4.1122 0.05 0.03 0.02 0.0854
H 5.4345 -6.8205 -3.0437 0.01 0.01 0.01 0.0828
H 3.9086 -7.6353 -3.4072 0.02 -0.02 0.05 0.0787
H 4.2140 -5.0235 -1.8319 -0.08 0.05 -0.03 0.1196
H 3.8255 -6.5955 -1.1235 -0.09 -0.06 -0.03 0.1256
C -4.0270 -6.1052 -2.1157 0.03 0.20 -0.09 -0.0610
C -5.4685 -6.1584 -1.6653 0.14 -0.31 0.11 -0.1881
O -6.1130 -4.8733 -1.8140 -0.04 0.04 0.00 0.0342
C -6.5243 -4.5670 -3.0323 0.01 -0.01 0.09 -0.4071
O -6.4400 -5.2335 -4.0197 0.00 -0.03 -0.07 0.1713
C -7.2021 -3.1793 -3.0133 0.07 -0.06 -0.03 -0.5536
F -6.4683 -2.2898 -2.3391 0.00 0.05 0.01 0.1665
F -8.3996 -3.2711 -2.4204 -0.05 0.03 0.03 0.1663
F -7.3773 -2.7324 -4.2503 -0.03 0.04 -0.03 0.1752
H -3.4890 -5.3236 -1.5781 0.02 -0.04 0.05 0.0836
H -3.5379 -7.0589 -1.9220 -0.02 -0.02 0.02 0.0795
H -3.9561 -5.8940 -3.1821 -0.02 -0.05 -0.01 0.0815
H -5.5398 -6.3804 -0.6032 -0.04 0.10 0.02 0.1254
H -6.0369 -6.9108 -2.2107 -0.03 0.08 -0.09 0.1256
```
Positions in Å, forces in eV/Å.

Q: Which energy above the lowest of the compared OMol25 structures with the same formula, charge and spin values were calculated for the entries above? A: 0.0, 0.0, in kJ/mol.
Q: Which maximum force values were calculated for the entries above? A: 5.498, 0.669, in eV Å⁻¹.